Formula: C34H30BN5O2STc
Source: the Open Molecules 2025 dataset
Level of theory: wB97M-V/def2-TZVPD

Output
* multiplicity: 4
* net charge: +2
* energy relative to the best compared isomer or geometry (same formula, charge and spin): 19.1 kJ/mol
* LUMO level (spin up / spin down): -5.41 / -6.75 eV

The geometry in XYZ format:
```
74
C34H30BN5O2STc (wB97M-V/def2-TZVPD)
Tc 0.364 0.280 0.315
C 2.191 2.864 0.662
N 1.076 2.543 -0.240
C 1.518 2.589 -1.652
C 1.765 1.253 -2.305
C 2.433 1.258 -3.522
C 2.665 0.070 -4.188
C 2.227 -1.109 -3.600
C 1.572 -1.041 -2.392
N 1.323 0.115 -1.746
C 0.019 3.552 -0.002
C -1.186 3.296 -0.857
C -1.971 4.338 -1.325
C -3.082 4.042 -2.098
C -3.356 2.714 -2.384
C -2.512 1.742 -1.875
N -1.447 2.017 -1.121
C 3.106 1.697 0.861
C 4.449 1.894 1.119
C 5.244 0.813 1.464
C 4.652 -0.436 1.548
C 3.309 -0.562 1.253
N 2.536 0.477 0.892
H 1.774 3.124 1.637
H 2.748 3.733 0.303
H 2.434 3.178 -1.737
H 0.766 3.108 -2.247
H 2.768 2.201 -3.934
H 3.182 0.061 -5.138
H 2.392 -2.072 -4.062
H 1.244 -1.943 -1.898
H 0.409 4.557 -0.192
H -0.256 3.494 1.053
H -1.710 5.361 -1.086
H -3.716 4.833 -2.477
H -4.203 2.431 -2.994
H -2.707 0.701 -2.090
H 4.857 2.894 1.066
H 6.297 0.945 1.673
H 5.213 -1.314 1.835
H 2.845 -1.531 1.293
C -1.634 -1.638 -1.588
C -2.356 -1.086 -0.399
C -3.718 -1.403 -0.237
C -4.421 -0.909 0.820
C -3.750 -0.121 1.780
C -4.401 0.394 2.923
C -3.697 1.092 3.863
C -2.313 1.277 3.711
C -1.663 0.794 2.602
S 0.080 0.909 2.458
C -2.374 0.115 1.592
N -1.706 -0.325 0.472
H -2.330 -1.831 -2.402
H -1.167 -2.595 -1.331
H -0.873 -0.952 -1.950
H -4.187 -2.033 -0.981
H -5.474 -1.126 0.945
H -5.461 0.214 3.043
H -4.192 1.485 4.742
H -1.751 1.787 4.483
O -0.437 -2.527 1.505
B 0.460 -1.868 0.690
O 1.360 -2.762 0.132
C 1.013 -4.013 0.633
C 1.601 -5.234 0.391
C 1.030 -6.323 1.042
C -0.069 -6.176 1.885
C -0.652 -4.935 2.118
C -0.078 -3.865 1.469
H 2.455 -5.340 -0.264
H 1.451 -7.308 0.891
H -0.477 -7.051 2.373
H -1.503 -4.814 2.775
```